{"formula": "C20H27N6OReS2", "method": "wB97M-V/def2-TZVPD", "species": ["Re", "S", "S", "O", "N", "N", "N", "N", "N", "N", "C", "C", "C", "C", "C", "C", "C", "C", "C", "C", "C", "C", "C", "C", "C", "C", "C", "C", "C", "C", "H", "H", "H", "H", "H", "H", "H", "H", "H", "H", "H", "H", "H", "H", "H", "H", "H", "H", "H", "H", "H", "H", "H", "H", "H", "H", "H"], "xyz": [[-0.73233, -0.53225, -0.07814], [-2.09129, 1.79020, 3.42673], [0.31270, 2.51033, 4.48330], [0.57141, -0.23405, -1.62347], [-1.30059, -2.51587, -0.76235], [-2.34957, 0.52300, -1.02146], [-0.72819, 1.41860, 0.73362], [0.15240, 1.78400, 1.74787], [-2.28934, -1.21066, 1.31380], [0.61516, -1.61102, 1.11527], [-0.50617, 2.04596, 2.91344], [4.16111, 1.07228, 0.09062], [2.77146, 0.59679, -1.87176], [-2.52091, -3.08095, -0.24489], [-1.64192, 2.21886, 0.39161], [5.28743, 1.21158, -0.72513], [-4.25245, 2.22160, -2.23771], [-2.52333, 1.81733, -0.61366], [2.14667, -3.14789, 2.61443], [1.51717, 1.21656, 4.59014], [-3.11646, 0.12063, -2.03310], [-3.40007, 2.67052, -1.20624], [2.92103, 0.70174, -0.45935], [3.89076, 0.82125, -2.65485], [1.23749, -2.32013, 1.79506], [-4.05157, 0.91256, -2.68891], [1.43232, 0.29135, -2.35940], [-2.63986, -2.67212, 1.21058], [5.15649, 1.06153, -2.09639], [1.04773, 0.60933, -3.76123], [1.86683, 0.86938, -4.42560], [-4.65577, 0.44353, -3.49075], [1.03750, 0.20935, 4.62377], [0.33589, -0.03589, -4.22086], [-3.62199, -2.65452, 1.64551], [1.94183, 1.39395, 5.58220], [-1.71678, 3.15523, 0.92837], [-2.00583, -3.29400, 1.87480], [-3.37830, 3.69473, -0.84109], [-0.51624, -3.09589, -0.56684], [-1.45355, -2.54200, -1.80151], [-2.52262, -4.18277, -0.47981], [4.20310, 1.14561, 1.13953], [1.75977, -4.01863, 2.84705], [-2.96964, -0.87327, -2.40741], [2.21016, -2.51887, 3.60498], [0.57311, 1.62581, -3.76993], [-3.21188, -0.71953, 1.25640], [-3.40148, -2.65724, -0.78353], [6.20937, 1.47103, -0.23115], [5.97237, 1.25726, -2.76236], [3.81131, 0.67186, -3.72576], [2.29172, 1.31933, 3.86553], [-2.03393, -1.01353, 2.28947], [-5.04922, 2.92207, -2.54253], [2.12862, 0.40068, 0.23840], [3.11838, -3.26471, 2.16469]], "fmax_ha_per_bohr": 0.1220, "de_lowest_kj_mol": 135.1, "multiplicity": 4, "e_tot_ha": -2055.7314, "charge": 3, "e_lumo_ev": [-9.5, -10.7], "orbital_gap_ev": [7.53, 6.26], "s_squared": 3.7712}